{
  "formula": "C44H50Cl2N10O4S2SbSe4Y",
  "method": "wB97M-V/def2-TZVPD",
  "symbols": ["Sb", "Y", "Se", "Se", "Se", "Se", "Cl", "Cl", "S", "S", "O", "O", "O", "O", "N", "N", "N", "N", "N", "N", "N", "N", "N", "N", "C", "C", "C", "C", "C", "C", "C", "C", "C", "C", "C", "C", "C", "C", "C", "C", "C", "C", "C", "C", "C", "C", "C", "C", "C", "C", "C", "C", "C", "C", "C", "C", "C", "C", "C", "C", "C", "C", "C", "C", "C", "C", "C", "C", "H", "H", "H", "H", "H", "H", "H", "H", "H", "H", "H", "H", "H", "H", "H", "H", "H", "H", "H", "H", "H", "H", "H", "H", "H", "H", "H", "H", "H", "H", "H", "H", "H", "H", "H", "H", "H", "H", "H", "H", "H", "H", "H", "H", "H", "H", "H", "H", "H", "H"],
  "coordinates": [[-2.9229, 1.6691, 5.6654], [0.3305, 0.3062, 2.5998], [-1.0336, 0.9868, 4.2536], [-4.5235, -0.0862, 6.2888], [-2.2934, 2.8278, 7.7355], [-4.3857, 3.2935, 4.5188], [-4.5540, -3.8868, -1.6690], [2.1841, 1.4454, 4.0581], [-0.6907, 3.0353, 1.8276], [0.0560, -2.7258, 0.9600], [1.0071, -3.5032, 1.8053], [1.7026, -3.2443, 5.0257], [3.7524, 1.1574, -0.0991], [0.6436, -1.9953, -6.9671], [-3.5330, 1.0602, 2.1399], [1.6731, 1.2682, 0.7523], [0.4203, -1.5724, 4.2527], [-0.2712, -1.3466, 1.3512], [2.2551, -0.8978, 2.4021], [0.8954, -0.8869, -1.3819], [-1.2663, 4.6202, 3.8609], [0.9451, -1.8774, -3.3268], [0.9809, 4.3436, 3.4080], [2.1261, -2.1723, -2.7496], [-2.4638, -3.1921, 6.0880], [3.1771, -0.4667, 1.5498], [1.3767, 4.9920, 4.6585], [3.7982, -2.5134, 3.2346], [-0.3425, -2.1102, 5.3827], [3.2592, -1.3238, -5.6780], [-0.1241, 3.4959, -3.2520], [-2.3995, -2.2878, 3.8738], [-3.0283, -0.9439, -3.8825], [-2.5813, -1.6007, -5.0260], [-0.5020, -0.2417, -5.6990], [0.6462, -2.2895, -4.6762], [2.2059, 0.3423, -7.1573], [-4.3892, -3.3769, 4.6697], [0.5070, -3.3292, 5.8165], [3.1741, 2.2872, -0.7565], [-2.5238, 0.6810, 1.7053], [4.7598, -2.0569, 2.3490], [-1.0143, 5.2880, 5.1340], [0.2961, 4.7802, 5.7016], [-1.5070, 1.9337, -2.0752], [0.7166, -1.1986, -5.7796], [-1.7664, -2.5288, 5.0824], [0.8548, 3.3507, -2.2817], [-1.8713, -0.8307, -6.1131], [-3.8103, -3.0065, -2.9603], [-0.5223, 1.7785, -1.1099], [1.7503, 2.4093, -0.1521], [0.2227, -1.1185, -2.4801], [-3.7666, -3.6089, 5.8856], [0.6682, 2.4851, -1.2056], [-3.3987, -3.6790, -4.0999], [-2.7905, -2.9724, -5.1263], [1.4913, -2.2420, 4.1552], [2.7950, 0.6732, 0.7313], [4.4504, -1.0249, 1.4822], [-0.3109, 4.0416, 3.1571], [-3.7031, -2.7158, 3.6662], [-1.3111, 2.7842, -3.1534], [-3.6355, -1.6363, -2.8468], [2.0573, -0.3758, -5.8028], [2.5521, -1.9032, 3.2105], [2.1277, 0.7016, -4.7125], [2.0523, -1.5607, -1.5843], [-2.2365, 4.3677, 3.6556], [0.7872, -3.3211, 6.8687], [-2.8957, 0.1295, -3.8038], [4.1794, -0.7783, -5.8988], [3.9919, -3.3081, 3.9385], [3.1499, 2.0843, -1.8292], [-0.3521, -2.7123, -4.6925], [2.8492, -1.6067, -0.8624], [0.0004, -4.2651, 5.5739], [-0.3570, -1.3289, 6.1525], [0.6118, -1.3922, -7.7170], [-2.4606, -3.5007, -6.0134], [-1.8422, 5.0665, 5.8100], [-0.3045, 0.6020, -6.3637], [-0.7787, -0.7779, -2.6783], [3.0850, 0.9859, -7.1193], [1.9905, 0.3034, -3.7102], [-3.9636, -1.1196, -1.9548], [-4.1756, -2.5156, 2.7123], [-0.9669, 6.3724, 4.9683], [2.3239, 4.5550, 4.9764], [1.7685, 3.9294, -2.3630], [-1.9871, -3.3550, 7.0485], [3.1714, -2.1451, -6.3919], [-2.0875, 2.9180, -3.8979], [3.1146, 1.1690, -4.7450], [1.3493, 0.9758, -7.3966], [3.7883, 3.1666, -0.5591], [0.0305, 4.1815, -4.0769], [-4.3043, -4.0964, 6.6888], [5.1654, -0.6192, 0.7820], [1.3519, -3.0757, -4.9351], [0.5350, 5.2813, 6.6383], [-5.4158, -3.6851, 4.5168], [-1.8881, -1.7678, 3.0811], [1.5315, 6.0621, 4.4655], [-0.7043, 1.1087, -0.2793], [1.6257, 3.6362, 3.0859], [1.6578, 3.3162, 0.4544], [-4.2533, 1.4996, 2.7033], [-2.4473, 1.4082, -1.9552], [1.3812, 1.4826, -4.8612], [-0.5734, 0.1603, -4.6870], [-1.7369, -1.4731, -6.9831], [3.3409, -1.7327, -4.6756], [-3.5446, -4.7475, -4.1773], [0.2118, 3.7089, 5.8952], [2.3611, -0.3757, -7.9656], [-2.5036, 0.0115, -6.4053], [5.7511, -2.4914, 2.3476]],
  "forces_ev_per_angstrom": [[-1.75, 0.40, 1.44], [1.61, 1.11, -3.31], [-4.39, 1.92, 6.26], [0.40, -0.21, -0.24], [0.60, -0.05, -0.07], [0.13, 0.23, -0.76], [-0.04, -0.04, 0.06], [1.19, 0.44, 0.21], [0.07, 0.74, -0.48], [0.13, 0.05, 0.63], [-0.40, -0.17, -0.60], [0.61, -0.05, -0.18], [0.18, -0.29, 0.30], [-0.10, -0.05, 0.01], [-0.02, -0.51, -0.73], [0.58, -0.61, -0.20], [0.51, -0.62, -0.38], [-0.46, -2.24, -1.59], [1.72, -0.88, -0.33], [0.29, 0.06, -0.02], [0.13, -0.02, 0.14], [-0.16, 0.17, 0.18], [0.13, -0.01, 0.43], [0.33, -0.10, 0.01], [0.08, 0.02, -0.10], [0.52, -0.70, 0.34], [-0.01, 0.11, 0.01], [0.06, 0.13, -0.16], [-0.17, 0.02, 0.10], [-0.11, 0.05, -0.02], [-0.04, 0.05, -0.11], [0.02, -0.12, -0.08], [-0.05, -0.08, -0.10], [0.00, 0.00, -0.09], [0.01, -0.29, -0.17], [0.15, 0.04, -0.39], [-0.12, -0.11, 0.07], [-0.03, -0.05, -0.07], [-0.27, -0.04, 0.12], [-0.29, 0.21, -0.20], [-0.46, 0.09, -0.09], [-0.03, -0.15, 0.15], [0.03, 0.11, 0.06], [0.05, -0.03, -0.16], [0.01, 0.01, 0.07], [-0.09, 0.34, 0.32], [-0.02, 0.08, 0.04], [-0.04, -0.12, 0.06], [0.24, 0.02, 0.22], [0.06, 0.02, -0.09], [-0.10, -0.03, 0.07], [0.19, 0.24, -0.28], [-0.02, -0.04, -0.03], [0.03, -0.12, 0.04], [0.03, -0.01, -0.02], [-0.01, -0.02, 0.03], [-0.04, 0.08, 0.03], [-0.59, -0.01, 0.64], [-0.12, 0.96, -0.69], [-0.23, 0.26, -0.14], [-0.13, 0.26, -0.62], [0.07, -0.08, 0.00], [-0.01, 0.03, -0.03], [-0.03, 0.08, 0.05], [0.12, -0.10, -0.09], [0.36, -0.04, 0.11], [-0.09, -0.10, 0.01], [-0.20, 0.03, -0.37], [-0.06, -0.28, 0.10], [0.04, 0.02, -0.02], [0.02, -0.01, 0.05], [0.01, 0.02, 0.00], [-0.03, -0.02, 0.00], [0.04, -0.01, 0.04], [-0.05, -0.09, -0.02], [0.06, -0.08, 0.01], [0.07, 0.03, 0.01], [-0.07, -0.05, -0.09], [-0.02, -0.05, -0.02], [0.03, 0.00, -0.01], [-0.02, -0.10, -0.09], [-0.01, 0.06, 0.11], [-0.01, 0.01, -0.08], [0.02, 0.00, -0.02], [0.03, -0.03, 0.07], [0.00, -0.02, 0.04], [-0.04, 0.05, 0.04], [-0.01, 0.00, 0.07], [-0.01, -0.03, -0.05], [0.02, 0.02, 0.02], [-0.04, 0.02, 0.06], [0.02, 0.00, 0.00], [-0.01, -0.01, -0.01], [0.00, 0.03, -0.01], [0.04, 0.02, -0.04], [0.06, -0.10, 0.01], [0.02, 0.00, -0.01], [-0.02, 0.02, 0.02], [0.04, -0.04, 0.01], [0.00, 0.00, 0.06], [-0.02, 0.04, 0.02], [-0.01, 0.01, 0.01], [0.05, 0.06, -0.01], [0.04, -0.03, 0.09], [0.03, -0.01, -0.01], [-0.12, -0.13, -0.05], [-0.06, -0.11, 0.03], [0.00, 0.40, 0.40], [0.02, 0.00, 0.04], [0.01, 0.03, 0.01], [0.06, 0.14, -0.03], [-0.07, 0.03, -0.07], [0.04, -0.06, 0.06], [-0.02, -0.01, 0.02], [-0.11, 0.00, 0.16], [0.03, 0.06, -0.06], [-0.01, -0.04, -0.06], [-0.01, -0.02, -0.03]],
  "e_lumo_ev": 2.793,
  "e_homo_ha": -0.0299,
  "total_charge": -2,
  "de_lowest_kj_mol": 195.3,
  "homo_lumo_gap_ev": 3.6
}

---

{
  "formula": "C29H38AsFIrN3O5Te2",
  "method": "wB97M-V/def2-TZVPD",
  "symbols": ["Ir", "Te", "Te", "As", "F", "O", "O", "O", "O", "O", "N", "N", "N", "C", "C", "C", "C", "C", "C", "C", "C", "C", "C", "C", "C", "C", "C", "C", "C", "C", "C", "C", "C", "C", "C", "C", "C", "C", "C", "C", "C", "C", "H", "H", "H", "H", "H", "H", "H", "H", "H", "H", "H", "H", "H", "H", "H", "H", "H", "H", "H", "H", "H", "H", "H", "H", "H", "H", "H", "H", "H", "H", "H", "H", "H", "H", "H", "H", "H", "H"],
  "coordinates": [[-1.6104, -1.1892, 1.6023], [0.2480, 1.6958, 0.1086], [-0.1853, -2.0082, 3.4171], [-2.7500, -3.2683, 1.4987], [-0.3844, -0.4957, -5.3771], [-2.9290, 1.1613, -1.0182], [-2.6236, -0.9719, -0.2951], [-2.5272, 2.7426, 2.3221], [-3.7879, -3.4209, -2.4509], [-0.3713, -3.2919, -5.4429], [-1.9472, 0.5994, 1.8344], [-3.0460, -1.3585, -3.1152], [-2.0761, -3.2965, -3.9357], [3.4343, -0.6544, 1.9836], [1.5607, 1.2028, 2.8583], [1.8453, 2.6183, -0.9956], [0.5786, 2.1814, 3.4395], [-2.1333, -0.6331, -3.8471], [1.1966, 1.3225, -3.1079], [-3.0929, -0.0472, -1.0412], [-1.2344, -1.2181, -4.6447], [3.0867, 2.9189, -3.0453], [-2.0358, -4.5951, 0.2803], [3.7215, 4.1349, -1.1073], [-2.8083, 1.5470, 2.1522], [2.0421, 2.3128, -2.3452], [3.4347, -0.2787, 3.3216], [-1.1407, -2.6641, -4.7497], [2.6903, 3.5588, -0.3785], [1.5891, 0.8248, 1.5139], [4.3994, -0.9017, 4.2938], [-3.0004, -4.2967, 3.1215], [-4.2619, 1.0803, 2.2437], [2.4902, 0.6402, 3.7359], [5.0640, 4.4702, -3.2105], [2.5164, 3.9724, 1.0574], [2.5239, -0.1308, 1.0764], [-3.0293, -2.7309, -3.1041], [2.5583, -0.6396, -0.3378], [-3.9319, -0.6368, -2.1989], [3.9414, 3.8237, -2.4444], [-4.5722, -3.0748, 0.8864], [-0.0978, 2.6193, 2.7094], [-2.1861, 0.4414, -3.7275], [3.2279, 2.6677, -4.0922], [2.9387, 0.1182, -1.0258], [-5.0562, -4.0517, 0.8495], [1.5534, -0.9061, -0.6729], [-4.3370, 0.1090, 2.7337], [3.1985, -1.5193, -0.4070], [-3.6433, -5.1535, 2.9180], [4.4146, -0.3559, 5.2373], [-2.0632, -4.3055, -3.9424], [-4.6639, 0.9962, 1.2324], [-0.0480, 1.6730, 4.1762], [-5.1107, -2.4129, 1.5627], [5.1141, 4.0889, -4.2302], [-4.6693, -1.3498, -1.8430], [0.2500, 1.1175, -2.6168], [5.4138, -0.9179, 3.8917], [1.4664, 4.1638, 1.2853], [2.4560, 0.9352, 4.7805], [1.7215, 0.3675, -3.2070], [-2.6035, -5.5235, 0.3455], [3.0958, 4.8720, 1.2685], [-3.4508, -3.6616, 3.8821], [4.9326, 5.5531, -3.2625], [4.1149, -1.9341, 4.5100], [-0.9917, -4.7669, 0.5381], [-4.8288, 1.8335, 2.7890], [0.9960, 1.6889, -4.1148], [-4.4192, 0.1694, -2.7454], [4.1477, -1.3963, 1.6395], [-4.5313, -2.6464, -0.1100], [-2.1091, -4.1908, -0.7277], [4.3673, 4.8567, -0.6158], [6.0269, 4.2819, -2.7316], [2.8468, 3.1852, 1.7366], [1.1130, 2.9835, 3.9562], [-2.0279, -4.6348, 3.4758]],
  "forces_ev_per_angstrom": [[-0.07, 0.57, 0.03], [0.01, 0.02, -0.08], [0.29, -0.13, 0.23], [-0.12, -0.06, -0.06], [0.14, 0.09, -0.10], [-0.03, 0.08, 0.08], [-0.08, -0.23, -0.06], [0.05, -0.14, 0.04], [-0.02, -0.05, 0.01], [0.01, 0.01, 0.00], [-0.11, -0.16, 0.03], [0.02, -0.01, 0.00], [-0.01, 0.02, 0.03], [-0.02, -0.02, 0.00], [-0.01, 0.02, -0.01], [-0.02, -0.05, 0.04], [-0.05, 0.01, 0.05], [-0.01, -0.07, 0.03], [0.03, -0.02, -0.03], [0.03, 0.02, -0.13], [-0.10, 0.01, 0.09], [0.00, 0.01, -0.02], [0.02, 0.00, 0.01], [0.04, 0.01, -0.03], [-0.10, 0.14, 0.00], [-0.02, -0.04, -0.06], [0.00, -0.02, 0.01], [-0.04, -0.04, 0.01], [0.01, 0.03, 0.04], [0.02, 0.04, -0.08], [0.00, 0.01, 0.00], [0.05, -0.03, -0.02], [0.07, 0.00, -0.02], [0.00, 0.01, 0.05], [0.00, 0.01, 0.01], [-0.02, 0.01, -0.01], [-0.01, -0.04, 0.01], [0.00, 0.03, -0.07], [-0.02, 0.01, -0.03], [0.04, 0.06, -0.03], [0.00, 0.02, 0.02], [-0.01, -0.07, -0.03], [0.02, -0.01, 0.01], [0.01, 0.00, -0.02], [0.00, 0.00, -0.02], [0.00, 0.00, 0.00], [0.01, 0.02, 0.02], [0.02, 0.00, 0.00], [-0.01, 0.01, 0.00], [0.02, -0.01, -0.01], [0.00, 0.00, 0.01], [0.00, 0.00, 0.00], [0.01, -0.01, -0.01], [0.01, 0.00, -0.01], [-0.02, -0.01, 0.01], [0.02, 0.03, -0.01], [0.00, 0.00, -0.01], [-0.01, 0.03, 0.02], [-0.04, 0.01, 0.02], [0.01, 0.00, -0.01], [0.01, 0.00, 0.00], [0.00, 0.00, 0.01], [-0.02, 0.01, 0.00], [-0.01, 0.00, -0.01], [0.00, 0.01, 0.00], [0.00, 0.01, -0.01], [0.00, 0.01, 0.00], [0.00, -0.01, 0.01], [-0.02, -0.02, -0.01], [0.01, -0.02, 0.01], [0.01, 0.00, -0.03], [0.02, -0.01, 0.00], [0.02, -0.01, -0.01], [-0.04, -0.01, 0.01], [0.00, -0.02, 0.02], [0.01, 0.01, -0.01], [0.01, 0.00, 0.00], [0.02, -0.01, 0.00], [-0.01, 0.00, 0.01], [-0.02, -0.01, 0.03]],
  "s2": 0.76,
  "e_lumo_ev": [2.212, 1.481],
  "e_homo_ha": [-0.1618, -0.1587],
  "total_charge": -1,
  "spin_multiplicity": 2,
  "de_lowest_kj_mol": 56.1,
  "homo_lumo_gap_ev": [6.6, 5.8]
}

---

{
  "formula": "C2H5F3N3OP",
  "method": "wB97M-V/def2-TZVPD",
  "symbols": ["P", "F", "F", "F", "O", "N", "N", "N", "C", "C", "H", "H", "H", "H", "H"],
  "coordinates": [[-2.1914, -1.3583, 0.7450], [2.6794, -0.7928, 0.8217], [3.2510, 1.1117, 0.1869], [2.9214, -0.3667, -1.3139], [0.2565, -0.8375, 0.1743], [-1.1104, -0.7831, -0.1439], [-3.5200, -1.3183, -0.3521], [0.6808, 1.5147, 0.5842], [2.4242, 0.0901, -0.1689], [0.8847, 0.4049, -0.2271], [-4.3312, -1.0366, 0.0694], [0.4124, 0.5490, -1.3230], [-3.3502, -0.6506, -1.0986], [1.2334, 1.5250, 1.3299], [-0.2407, 1.9483, 0.7160]],
  "forces_ev_per_angstrom": [[-2.41, -1.57, 1.37], [-0.50, -0.50, -0.46], [-1.03, 0.52, -0.51], [-0.45, -0.36, -0.15], [-0.40, -0.13, 0.86], [2.81, 1.70, -2.53], [3.05, 0.04, -0.56], [-3.20, 0.74, -3.14], [0.97, -0.11, 0.68], [-1.21, -0.07, -2.61], [-2.72, 0.46, 1.55], [1.59, -0.01, 2.23], [0.25, -0.27, -0.33], [2.50, 0.33, 3.96], [0.76, -0.77, -0.36]],
  "e_lumo_ev": 0.221,
  "e_homo_ha": -0.3404,
  "smiles": "N/P=N/O[C@@H](N)C(F)(F)F",
  "de_lowest_kj_mol": 88.6,
  "homo_lumo_gap_ev": 9.5
}